{
  "formula": "C7H17N",
  "method": "wB97M-V/def2-TZVPD",
  "fmax_ha_per_bohr": 0.0892,
  "homo_ha": -0.3003,
  "e_above_lowest_kcal_mol": 63.3,
  "total_energy_ev": -9022.4811,
  "lumo_energy_ha": 0.040,
  "multiplicity": 1,
  "homo_lumo_gap_ev": 9.25,
  "smiles": "CCCN[C@@H](C)CC",
  "elements": ["C", "C", "C", "N", "C", "C", "C", "C", "H", "H", "H", "H", "H", "H", "H", "H", "H", "H", "H", "H", "H", "H", "H", "H", "H"],
  "positions_angstrom": [[-0.21891, -3.16812, 0.96196], [1.01910, -2.46647, 0.21658], [1.40809, -1.00606, 0.40522], [0.25170, -0.18372, 0.61356], [0.06590, 0.99101, -0.25985], [-0.29555, 0.65591, -1.74882], [-1.23017, 1.88153, 0.23312], [-0.90526, 3.27345, -0.18156], [-0.14461, -2.66716, 1.95138], [-1.09861, -2.67963, 0.41292], [-0.25884, -4.29159, 0.98954], [1.93401, -3.04309, 0.69575], [1.06177, -2.70888, -0.86712], [2.11610, -0.46948, -0.44726], [2.17252, -0.86438, 1.27727], [-0.66092, -0.68891, 0.70208], [0.98692, 1.70400, -0.38179], [-1.04627, -0.08979, -1.82295], [0.64169, 0.40143, -2.32025], [-0.69441, 1.61310, -2.26877], [-1.34621, 1.70067, 1.32186], [-2.09598, 1.47488, -0.30452], [-1.27329, 4.06016, 0.50877], [-1.32901, 3.32736, -1.22586], [0.21414, 3.53985, -0.27593]],
  "atomic_forces_ev_per_a": [[0.1, 3.2, -1.1], [3.0, -3.4, 0.3], [2.1, 1.8, 0.2], [-1.4, 1.4, -0.4], [-1.4, 1.0, -0.8], [1.7, 2.2, -0.7], [2.7, -2.3, 0.7], [0.5, 1.9, -1.1], [-0.6, -1.0, -0.2], [0.6, -1.3, 1.0], [0.3, 1.4, -0.2], [-1.5, 0.9, -1.3], [-0.4, 0.0, 0.6], [-2.0, -1.9, 1.4], [-1.5, -0.5, -0.9], [1.5, 0.6, -0.2], [-1.4, -1.6, 1.1], [-0.6, -0.9, -0.1], [-1.0, -0.2, 0.4], [0.6, -1.5, 0.8], [0.0, 0.3, -0.6], [0.1, 0.2, 0.3], [-0.4, -0.4, -0.7], [0.4, 0.9, 1.1], [-1.6, -0.8, 0.2]],
  "mulliken_charge": [-1.0284, -0.4383, -0.4506, -0.2789, 0.1036, -1.2382, -0.5851, -1.0476, 0.3183, 0.2182, 0.3302, 0.2666, 0.2788, 0.2656, 0.2752, 0.2667, 0.1429, 0.3445, 0.3259, 0.3291, 0.3937, 0.3604, 0.3216, 0.2616, 0.2642]
}